[1]
{
  "formula": "C2H4LiO2Y",
  "method": "the ωB97M-V functional and the def2-TZVPD basis",
  "species": ["Y", "O", "O", "C", "C", "Li", "H", "H", "H", "H"],
  "xyz": [[2.3366, -0.4401, 0.2984], [1.0836, 1.4433, -0.0438], [-0.0254, -0.9872, 0.0490], [-0.8684, 0.0814, -0.1685], [-0.1367, 1.3867, -0.1331], [0.6803, -2.5591, -0.5857], [-1.3887, 0.0541, -1.1469], [-0.7127, 2.3071, -0.3320], [-1.6736, 0.1426, 0.5907], [0.7050, -1.4288, 1.4719]],
  "homo_ev": [-16.6, -16.6],
  "total_charge": 2,
  "spin_multiplicity": 1,
  "fmax_ha_per_bohr": 0.056
}

[2]
{
  "formula": "C2H4LiOSm",
  "method": "the ωB97M-V functional and the def2-TZVPD basis",
  "species": ["Sm", "O", "C", "C", "Li", "H", "H", "H", "H"],
  "xyz": [[0.4712, 3.3930, 0.2358], [0.0861, 0.8202, -0.4048], [-0.3437, -1.4402, -0.0999], [0.0368, -0.1133, 0.4116], [1.0141, 2.3524, -1.3569], [0.3687, -2.2508, 0.0358], [-0.7850, -1.4029, -1.0949], [0.0915, 0.0499, 1.4888], [-0.9396, -1.4083, 0.7844]],
  "homo_ev": [-15.3, -19.7],
  "total_charge": 2,
  "spin_multiplicity": 8,
  "fmax_ha_per_bohr": 0.121
}

[3]
{
  "formula": "C2H4N",
  "method": "the ωB97M-V functional and the def2-TZVPD basis",
  "species": ["N", "C", "C", "H", "H", "H", "H"],
  "xyz": [[0.9109, -0.0881, 0.0323], [-1.1366, -0.0549, -0.0536], [-2.3136, 0.0933, 0.0592], [0.9657, 0.3733, -0.8051], [1.3329, 0.4596, 0.7836], [-3.3484, 0.0214, -0.4050], [1.2478, -1.0867, -0.0611]],
  "homo_ev": -16.8,
  "total_charge": 1,
  "spin_multiplicity": 1,
  "fmax_ha_per_bohr": 0.125
}

[4]
{
  "formula": "C2H4N",
  "method": "the ωB97M-V functional and the def2-TZVPD basis",
  "species": ["N", "C", "C", "H", "H", "H", "H"],
  "xyz": [[1.6007, -0.1244, 0.0120], [-1.3319, 0.3169, -0.0524], [2.7458, -0.2073, 0.0560], [-1.2465, -0.1865, -0.9373], [-1.2429, -0.2158, 1.0004], [3.7466, -0.5578, -0.1021], [-1.3502, 1.4213, -0.0862]],
  "homo_ev": -17.2,
  "total_charge": 1,
  "spin_multiplicity": 1,
  "fmax_ha_per_bohr": 0.097
}

[5]
{
  "formula": "C2H4N",
  "method": "the ωB97M-V functional and the def2-TZVPD basis",
  "species": ["N", "C", "C", "H", "H", "H", "H"],
  "xyz": [[1.6523, -0.0965, 0.0090], [-1.2828, -0.1097, -0.2202], [-2.4391, -0.0077, 0.0119], [1.8262, -0.8971, -0.6105], [-3.4095, 0.3794, 0.4116], [1.8531, 0.0518, 0.9273], [1.7997, 0.6799, -0.5291]],
  "homo_ev": [-16.3, -16.5],
  "total_charge": 1,
  "spin_multiplicity": 1,
  "fmax_ha_per_bohr": 0.173
}

[6]
{
  "formula": "C2H4N2",
  "method": "the ωB97M-V functional and the def2-TZVPD basis",
  "species": ["N", "N", "C", "C", "H", "H", "H", "H"],
  "xyz": [[-2.2122, 0.0566, -0.0407], [-1.0988, -0.3950, 0.3069], [0.1690, 0.2266, 0.1852], [1.2577, -0.5297, -0.0052], [2.2407, -0.1757, 0.0460], [1.2920, -1.6443, -0.3118], [-2.0125, 1.0973, -0.3201], [0.3641, 1.3644, 0.1397]],
  "homo_ev": -9.4,
  "total_charge": 0,
  "spin_multiplicity": 1,
  "fmax_ha_per_bohr": 0.072
}

[7]
{
  "formula": "C2H4N2",
  "method": "the ωB97M-V functional and the def2-TZVPD basis",
  "species": ["N", "N", "C", "C", "H", "H", "H", "H"],
  "xyz": [[-0.8879, 1.3590, 0.4104], [-1.1811, 0.5508, 2.6442], [0.6723, -1.0539, -1.1079], [-1.0452, 0.8499, 1.5463], [1.3721, -0.1445, -1.0099], [-0.0436, 1.2666, -0.0597], [0.7445, -1.7479, -0.3248], [0.3689, -1.0799, -2.0987]],
  "homo_ev": [-11.2, -9.6],
  "total_charge": 0,
  "spin_multiplicity": 1,
  "fmax_ha_per_bohr": 0.086
}

[8]
{
  "formula": "C2H4N2O",
  "method": "the ωB97M-V functional and the def2-TZVPD basis",
  "species": ["O", "N", "N", "C", "C", "H", "H", "H", "H"],
  "xyz": [[0.2811, 1.5782, -0.0239], [0.7285, -0.9043, 0.2536], [-2.4947, -0.1926, 0.0240], [-1.4013, -0.0044, -0.1957], [0.0807, 0.2189, -0.4278], [0.2962, 0.0229, -1.6504], [0.4746, 1.6395, 0.9020], [0.4179, -1.1823, 1.2118], [1.6169, -1.1758, -0.0935]],
  "homo_ev": -10.5,
  "total_charge": 0,
  "spin_multiplicity": 1,
  "fmax_ha_per_bohr": 0.072
}

Result set for energy relative to the best compared isomer or geometry (same formula, charge and spin): 36.3, 22.0, 94.7, 61.9, 146.2, 69.5, 109.4, 31.9 kcal per mole, one per record in the order listed.